[1]
ORCA calculation (the ωB97M-V functional and the def2-TZVPD basis) on a molecular structure, C34H35F4IN6O2S2Ti.

Structure (XYZ):
```
85
Properties=species:S:1:pos:R:3:mulliken_charge:R:1
Ti 0.049 0.126 0.499 -1.060
C -2.273 -3.136 2.280 -0.967
C -2.246 -3.192 0.784 0.554
N -2.692 -4.274 0.168 -0.619
C -2.680 -4.327 -1.165 -1.128
C -2.220 -3.313 -1.987 0.753
C -2.249 -3.483 -3.489 -0.840
O -2.917 -2.424 -4.154 -0.536
C -1.716 -2.161 -1.353 -0.365
C -1.209 -1.052 -2.151 -1.023
N -0.428 -0.082 -1.797 1.373
C 0.023 0.671 -2.973 -1.231
C 0.586 -0.080 -4.013 0.107
C 1.111 0.502 -5.150 -1.080
C 1.090 1.879 -5.282 -0.874
C 0.484 2.637 -4.298 -0.457
C -0.066 2.054 -3.156 0.412
I -1.166 3.393 -2.000 0.207
C -1.744 -2.123 0.032 0.436
O -1.305 -1.012 0.647 0.835
H -2.879 -3.954 2.658 0.459
H -2.684 -2.187 2.630 0.258
H -1.263 -3.235 2.687 0.116
H -3.072 -5.239 -1.602 0.458
H -2.690 -4.452 -3.729 0.520
H -1.231 -3.496 -3.889 0.201
H -3.869 -2.573 -4.129 0.326
H -1.533 -1.089 -3.188 1.475
H 0.608 -1.156 -3.932 0.303
H 1.532 -0.123 -5.926 0.463
H 1.503 2.362 -6.157 0.457
H 0.400 3.708 -4.428 0.451
C 2.968 1.419 2.936 -1.541
C 3.179 0.969 1.501 -0.894
N 2.107 1.272 0.492 1.696
C 2.730 1.071 -0.857 0.151
C 3.763 2.099 -1.303 -1.662
C 1.632 2.675 0.607 -1.220
C 0.435 2.757 1.521 -1.266
N -0.616 1.814 1.065 1.578
C -1.962 2.239 1.239 0.116
C -2.994 1.718 0.452 -1.023
F -2.728 0.821 -0.504 -0.134
C -4.308 2.130 0.582 0.097
F -5.212 1.589 -0.229 -0.279
C -4.678 3.078 1.509 -0.537
C -3.682 3.599 2.307 0.222
F -3.973 4.497 3.240 -0.283
C -2.363 3.195 2.187 0.535
F -1.495 3.723 3.064 -0.431
H 3.838 1.098 3.510 0.487
H 2.090 0.986 3.409 0.289
H 2.918 2.503 3.028 0.384
H 3.354 -0.106 1.461 0.389
H 4.094 1.445 1.145 0.549
H 1.924 1.067 -1.590 -0.476
H 3.184 0.082 -0.845 0.443
H 3.371 3.115 -1.291 0.303
H 4.037 1.875 -2.334 0.506
H 4.679 2.074 -0.716 0.389
H 1.335 3.014 -0.384 0.312
H 2.428 3.335 0.959 0.503
H 0.072 3.782 1.521 0.695
H 0.704 2.505 2.547 0.353
H -5.705 3.398 1.612 0.564
C -1.320 0.759 3.986 -0.934
C -0.250 -0.251 3.778 0.067
N 0.375 -0.535 2.652 1.448
C 1.251 -1.585 2.832 -0.598
C 1.338 -2.053 4.102 -0.276
S 0.248 -1.208 5.094 -0.180
C 1.901 -2.144 1.661 -0.964
C 2.805 -3.153 1.663 -0.423
S 3.233 -3.540 0.067 -0.171
C 2.171 -2.353 -0.528 -0.293
N 1.545 -1.662 0.409 1.615
C 2.016 -2.217 -1.997 -0.332
H -2.107 0.636 3.244 -0.043
H -0.919 1.768 3.920 0.094
H -1.759 0.641 4.975 0.744
H 1.940 -2.865 4.475 0.518
H 3.225 -3.671 2.508 0.522
H 2.917 -2.549 -2.512 0.724
H 1.826 -1.187 -2.268 -0.611
H 1.185 -2.837 -2.341 0.296
```

The HOMO-LUMO gap is 7.24 eV. Its charge is +2.


[2]
ORCA calculation (the ωB97M-V functional and the def2-TZVPD basis) on a single C3H10N2O3 molecule.

Structure (XYZ):
```
18
Properties=species:S:1:pos:R:3:nbo_charge:R:1
C -0.893 -0.773 -1.424 -0.643
C -1.149 0.203 -0.277 0.209
O -2.457 0.122 0.188 -0.697
N -0.217 -0.092 0.836 -0.047
O -0.765 0.342 2.056 -0.558
N 1.073 0.362 0.751 -0.035
C 1.997 -0.538 0.100 -0.424
O 1.183 1.689 0.174 -0.630
H -1.745 -0.735 -2.098 0.227
H -0.787 -1.784 -1.036 0.212
H -0.002 -0.503 -1.979 0.213
H -1.023 1.242 -0.618 0.174
H -2.577 -0.738 0.610 0.473
H -0.991 1.286 1.999 0.446
H 1.790 -1.538 0.469 0.223
H 1.929 -0.520 -0.991 0.178
H 3.004 -0.242 0.394 0.203
H 1.630 2.218 0.847 0.476
```

The HOMO-LUMO gap is 9.96 eV. As for the SMILES: C[C@@H](O)N(O)N(C)O.


[3]
ORCA calculation (the ωB97M-V functional and the def2-TZVPD basis) on a gas-phase ion, C7H8N (charge +1).

Structure (XYZ):
```
16
Properties=species:S:1:pos:R:3:nbo_charge:R:1
C 1.496 0.728 0.481 -0.047
C 0.898 0.048 1.459 0.219
C 0.036 -1.025 1.328 0.347
N -0.488 0.268 1.526 -0.253
C -1.273 0.640 0.382 -0.267
C -0.513 -0.154 -0.702 -0.223
C 0.770 0.635 -0.836 -0.462
C -0.259 -1.552 -0.024 -0.474
H 2.493 1.143 0.490 0.268
H -1.274 1.718 0.224 0.244
H -2.297 0.300 0.548 0.257
H -1.058 -0.272 -1.633 0.283
H 0.569 1.633 -1.235 0.282
H 1.499 0.164 -1.508 0.290
H 0.563 -2.113 -0.462 0.266
H -1.163 -2.161 -0.038 0.272
```

The HOMO-LUMO gap (spin up / spin down) is 8.03 / 8.02 eV. As for the SMILES: C1=C2C3=[N+]2C[C@@H](C1)C3. Its charge is +1.


[4]
ORCA calculation (the ωB97M-V functional and the def2-TZVPD basis) on a molecular structure, C25H64BaO27S8.

Structure (XYZ):
```
125
Properties=species:S:1:pos:R:3:mulliken_charge:R:1
Ba -18.344 -8.858 4.777 1.468
C -17.438 -7.125 2.308 0.263
O -16.559 -7.849 2.951 -0.396
O -18.695 -7.452 2.486 -0.501
O -17.103 -6.169 1.562 -0.842
O -19.714 -3.905 5.913 -0.746
S -19.638 -4.857 4.858 1.278
O -19.526 -6.235 5.210 -0.615
O -20.965 -4.603 4.033 -0.527
C -21.256 -5.439 2.889 -0.591
C -21.942 -6.721 3.309 -0.347
C -18.380 -4.430 3.711 -0.558
H -20.313 -5.740 2.423 0.080
H -21.882 -4.870 2.208 0.481
H -22.805 -6.542 3.958 0.274
H -21.249 -7.383 3.824 0.040
H -22.312 -7.256 2.430 0.455
H -17.440 -4.496 4.246 -0.099
H -18.551 -3.412 3.358 0.467
H -18.474 -5.033 2.806 0.007
O -14.574 -11.689 4.961 -0.789
S -14.667 -10.368 5.456 0.682
O -15.918 -9.744 5.722 -0.115
O -13.846 -10.267 6.817 -0.155
C -12.560 -10.897 6.852 -0.267
C -11.579 -10.014 7.593 -1.113
C -13.785 -9.235 4.408 -0.369
H -12.162 -11.126 5.863 0.328
H -12.682 -11.841 7.385 0.336
H -12.043 -9.616 8.499 0.273
H -11.383 -9.096 7.029 0.169
H -10.650 -10.542 7.790 0.423
H -13.726 -8.321 4.993 -0.332
H -14.410 -9.182 3.514 0.176
H -12.809 -9.646 4.161 0.633
O -17.847 -12.703 1.689 -0.772
S -17.117 -11.524 2.032 0.620
O -17.402 -10.838 3.236 -0.707
O -15.582 -11.887 2.070 0.138
C -15.026 -12.703 1.038 -0.219
C -13.571 -12.930 1.347 -1.245
C -17.177 -10.322 0.733 -0.394
H -15.088 -12.192 0.069 0.241
H -15.582 -13.631 0.900 0.312
H -13.474 -13.613 2.192 0.289
H -13.045 -12.011 1.596 0.256
H -13.099 -13.367 0.466 0.434
H -16.571 -9.487 1.093 0.084
H -18.219 -10.037 0.634 -0.179
H -16.730 -10.761 -0.154 0.526
O -16.381 -6.838 5.696 -0.373
S -15.489 -5.743 5.530 0.867
O -15.878 -4.428 5.933 -0.751
O -14.161 -6.163 6.320 0.053
C -13.168 -5.109 6.517 -0.284
C -11.939 -5.825 7.029 -1.179
C -14.926 -5.675 3.837 -0.772
H -13.579 -4.514 7.328 0.249
H -12.990 -4.565 5.594 0.364
H -11.150 -5.094 7.236 0.475
H -11.501 -6.480 6.273 0.248
H -12.142 -6.334 7.968 0.263
H -14.265 -6.521 3.692 0.281
H -14.417 -4.726 3.682 0.561
H -15.833 -5.745 3.225 -0.049
O -19.052 -11.359 5.793 -0.217
S -19.194 -12.772 5.941 1.116
O -18.048 -13.593 6.105 -0.763
O -20.184 -13.065 7.145 -0.458
C -20.993 -11.946 7.560 1.719
C -22.091 -12.483 8.468 -1.767
C -20.141 -13.376 4.569 -0.753
H -21.501 -11.471 6.718 -0.424
H -20.384 -11.236 8.106 -0.399
H -21.617 -13.037 9.281 0.422
H -22.784 -13.134 7.935 0.455
H -22.665 -11.660 8.892 0.287
H -20.414 -14.384 4.885 0.531
H -19.475 -13.435 3.712 0.205
H -21.025 -12.756 4.465 -0.012
O -20.385 -10.127 3.264 0.632
S -21.140 -10.745 2.230 1.000
O -20.795 -12.014 1.699 -0.662
O -22.627 -10.954 2.774 -0.433
C -23.157 -10.027 3.734 2.021
C -24.529 -9.545 3.300 -1.527
C -21.365 -9.582 0.909 -0.879
H -22.489 -9.177 3.867 -1.188
H -23.194 -10.468 4.733 -0.035
H -24.499 -9.266 2.247 0.356
H -24.766 -8.628 3.842 0.329
H -25.281 -10.303 3.511 0.361
H -21.470 -8.587 1.330 -0.113
H -22.269 -9.895 0.391 0.446
H -20.498 -9.723 0.270 0.353
O -18.340 -8.999 7.494 -0.082
S -17.970 -8.837 8.852 1.164
O -18.337 -7.640 9.539 -0.842
O -18.571 -10.086 9.606 0.089
C -18.589 -10.050 11.041 -0.301
C -19.171 -11.358 11.525 -1.154
C -16.223 -9.059 8.950 -0.927
H -19.236 -9.236 11.373 0.306
H -17.615 -9.839 11.491 0.346
H -20.121 -11.521 11.010 0.164
H -19.330 -11.289 12.599 0.419
H -18.568 -12.233 11.281 0.318
H -15.844 -8.397 8.171 -0.052
H -16.006 -10.082 8.647 0.323
H -15.840 -8.854 9.944 0.599
O -21.500 -8.999 8.427 -0.645
S -21.655 -8.280 7.202 0.574
O -20.856 -8.590 6.072 0.297
O -23.152 -8.439 6.688 0.010
C -24.225 -8.183 7.609 -0.311
C -25.422 -8.974 7.155 -1.158
C -21.555 -6.553 7.571 -1.213
H -24.450 -7.111 7.638 0.313
H -23.920 -8.416 8.631 0.392
H -25.287 -10.016 7.454 0.277
H -25.567 -8.929 6.079 0.159
H -26.324 -8.644 7.671 0.405
H -20.504 -6.370 7.797 0.353
H -22.179 -6.326 8.429 0.544
H -21.810 -6.030 6.652 0.224
```

The HOMO-LUMO gap is 6.66 eV.


[5]
ORCA calculation (the ωB97M-V functional and the def2-TZVPD basis) on a single C24H20N4 molecule.

Structure (XYZ):
```
48
Properties=species:S:1:pos:R:3:nbo_charge:R:1
N -1.184 -4.108 -2.603 -0.285
C -0.208 -3.479 -2.553 0.259
C 0.955 -2.664 -2.437 -0.067
N 1.581 -2.254 -3.577 -0.138
N 2.687 -1.484 -3.506 -0.192
C 3.212 -1.124 -2.308 0.102
C 4.418 -0.424 -2.310 -0.181
C 5.037 -0.044 -1.099 -0.191
C 4.459 -0.397 0.121 -0.194
C 3.230 -1.119 0.108 -0.190
C 2.623 -1.501 -1.091 -0.070
C 1.423 -2.218 -1.149 0.265
N 0.683 -2.488 0.027 -0.633
C 0.000 -1.280 0.528 -0.225
C -1.153 -0.883 -0.444 -0.412
C -1.897 0.403 -0.079 -0.269
C -2.496 0.158 1.324 0.008
C -3.800 -0.363 1.389 -0.219
C -4.395 -0.585 2.629 -0.201
C -3.741 -0.260 3.816 -0.222
C -2.406 0.158 3.743 -0.199
C -1.795 0.407 2.513 -0.234
C -1.165 1.724 -0.231 -0.018
C -1.772 2.933 0.171 -0.163
C -1.074 4.136 0.050 -0.220
C 0.175 4.224 -0.610 -0.225
C 0.736 3.060 -1.099 -0.196
C 0.074 1.834 -0.907 -0.234
H 4.915 -0.277 -3.260 0.236
H 6.018 0.427 -1.119 0.223
H 4.882 -0.001 1.027 0.223
H 2.851 -1.425 1.065 0.231
H 0.088 -3.331 -0.016 0.397
H -0.358 -1.553 1.538 0.220
H 0.709 -0.474 0.640 0.207
H -0.768 -0.824 -1.466 0.210
H -1.837 -1.703 -0.444 0.221
H -2.717 0.485 -0.803 0.230
H -4.347 -0.511 0.459 0.214
H -5.385 -0.972 2.688 0.212
H -4.219 -0.466 4.772 0.217
H -1.836 0.313 4.663 0.213
H -0.788 0.783 2.507 0.218
H -2.764 2.942 0.641 0.213
H -1.554 5.060 0.383 0.213
H 0.702 5.158 -0.752 0.217
H 1.714 3.094 -1.601 0.216
H 0.489 0.911 -1.335 0.206
```

The HOMO-LUMO gap is 7.91 eV. As for the SMILES: N#Cc1nnc2ccccc2c1NCCC(c1ccccc1)c1ccccc1.


The following strongest force on any atom values (in eV/Å) correspond, in order, to the records above: 0.46 0.64 3.64 1.52 3.11.